DFT (wB97M-V/def2-TZVPD) results for a molecular structure, C21H11Cl5CsN5O3 in a non-equilibrium geometry.

Output
DFT total energy = -98706.76687 eV
LUMO level = -1.29 eV
ΔE to the lowest compared entry with this formula, charge and spin = 0.709 eV

Structure (XYZ):
```
46
Properties=species:S:1:pos:R:3:mulliken_charge:R:1
Cs -0.00239 0.05194 -0.39723 1.20
Cl 1.92741 6.45821 -4.15862 -0.21
Cl 3.33176 1.22858 -4.14597 -0.20
Cl 3.63206 4.11500 -5.32497 -0.18
Cl -0.25581 3.03977 -0.58987 -0.31
Cl -0.00684 5.90162 -1.77804 -0.19
O 4.81252 -2.27543 5.94742 -0.56
O 3.96693 -4.24008 6.14001 -0.57
O 1.40315 1.03800 -1.98197 -0.96
N 0.97955 -2.62010 0.91662 -0.15
N 4.03385 -3.14650 5.61144 0.90
N -2.89245 -0.87967 -0.44688 -0.11
N -4.94613 -1.55589 -0.04195 -0.05
N 1.36850 -0.39935 2.45152 -0.25
C 2.41515 2.53924 -3.50900 0.54
C 0.80467 3.32996 -1.92608 0.63
C 1.92317 -1.55432 2.85836 -0.28
C 2.90924 -0.45497 4.76494 -0.54
C 0.80920 -3.68602 0.16680 -0.26
C 2.71465 -1.64280 4.03027 0.75
C 2.54110 3.81443 -4.02523 -0.07
C 1.52873 2.21344 -2.43564 -0.27
C 1.69613 -2.73615 2.04680 -0.44
C 0.92256 4.61154 -2.44441 -0.28
C 2.04562 -5.09121 1.63494 -0.58
C -3.71176 -0.48197 -1.47511 -0.38
C -4.99087 -0.89217 -1.24182 -0.45
C 1.57569 0.68919 3.15491 -0.36
C 3.22195 -2.93951 4.40899 0.20
C -3.66412 -1.52031 0.39510 -0.43
C 2.97843 -4.04488 3.66931 -0.85
C 2.24183 -3.96742 2.45801 1.37
C 1.33086 -4.94978 0.47646 -0.80
C 2.34350 0.71195 4.32238 -0.73
C 1.78855 4.86919 -3.50302 0.45
H -5.89997 -0.77503 -1.80470 0.38
H 3.50777 -0.46285 5.65865 0.48
H 2.47000 -6.04360 1.92750 0.44
H 0.22439 -3.54207 -0.73691 0.44
H 3.36749 -4.99828 3.99965 0.48
H -3.34148 -1.96860 1.32150 0.40
H -3.32796 0.07461 -2.31449 0.39
H -5.72545 -1.98380 0.42396 0.19
H 1.10919 1.59839 2.78810 0.42
H 1.16825 -5.78345 -0.19239 0.40
H 2.48556 1.63573 4.86523 0.41
```



DFT (wB97M-V/def2-TZVPD) results for a molecular structure, C21H12AgN4O2 in a non-equilibrium geometry.

Output
DFT total energy = -36026.52427 eV
LUMO level = 2.61 eV
Net charge = -1

Structure (XYZ):
```
40
Properties=species:S:1:pos:R:3:mulliken_charge:R:1
Ag 4.81552 11.27249 9.35755 -0.23
O 2.86528 12.54631 5.62948 -0.65
O 4.23331 10.18842 5.07598 -0.65
N 4.92291 13.72510 8.30432 0.00
N 4.15151 11.26291 7.15393 -0.17
N 5.43536 8.86413 8.14901 -0.30
N 4.42970 10.72424 19.47751 -0.51
C 4.60506 10.67378 14.10067 0.30
C 4.33819 10.19873 6.29703 0.16
C 4.12224 14.78127 6.29374 -0.51
C 3.90102 9.57046 16.18499 -0.60
C 5.17472 11.69460 14.89342 -0.59
C 4.30289 13.70375 7.10608 0.45
C 4.48833 6.48572 7.00505 -0.35
C 5.45156 14.84928 8.65318 -0.25
C 3.68807 12.40969 6.54065 0.12
C 4.54040 10.65437 18.34320 0.04
C 5.44718 15.99836 7.87968 -0.53
C 4.69285 10.71872 12.65968 -0.14
C 4.74601 15.98782 6.68523 -0.31
C 4.01191 9.57995 14.81876 -0.55
C 5.68370 7.66690 8.68919 -0.30
C 5.16348 11.63577 16.25736 -0.42
C 4.77236 10.88934 11.42590 0.06
C 4.30184 7.71312 6.38432 -0.39
C 5.22560 6.46588 8.18578 -0.42
C 4.72345 8.87496 6.99677 0.45
C 4.54970 10.56418 16.91314 0.64
H 4.02015 5.56974 6.60009 0.35
H 3.51996 8.74401 16.69986 0.44
H 5.67883 12.40114 16.84266 0.35
H 5.96678 16.91021 8.17267 0.33
H 3.62700 8.74065 14.25504 0.40
H 4.63337 16.87802 6.07388 0.38
H 5.92406 14.87708 9.65049 0.38
H 3.48523 14.74381 5.44511 0.45
H 6.30610 7.65537 9.57324 0.39
H 3.77760 7.81494 5.45365 0.41
H 5.82033 12.40680 14.42861 0.38
H 5.36695 5.57208 8.74737 0.38
```



DFT (wB97M-V/def2-TZVPD) results for C21H12FN3O in the gas phase in a non-equilibrium geometry.

Output
DFT total energy = -31205.27538 eV
LUMO level = -0.47 eV
ΔE to the lowest compared entry with this formula, charge and spin = 1.433 eV

Structure (XYZ):
```
38
Properties=species:S:1:pos:R:3:mulliken_charge:R:1
F 2.38699 -3.90678 -0.75030 -0.32
O -3.08763 4.39548 0.45582 -0.58
N -2.03869 0.83361 -1.36323 -0.53
N -0.27362 4.14893 1.78335 -0.61
N -5.74315 2.28806 -2.19510 -0.63
C -1.20992 1.39467 -0.51766 -0.01
C -3.65351 2.59713 -1.08683 0.25
C -3.23098 1.43663 -1.66627 0.40
C 2.94288 -2.35818 0.98732 0.26
C 3.93885 -1.95155 1.87290 -0.38
C 0.85585 0.08035 -1.11583 -0.73
C -0.65778 3.40397 0.97571 -0.08
C -5.32026 1.21873 -2.79455 -0.33
C -4.95384 2.94637 -1.32003 -0.42
C 4.91378 -2.85437 2.31853 -0.86
C 1.13495 -0.73802 1.55936 -0.50
C 1.76158 -0.89664 -0.70751 -0.36
C 1.97927 -1.31943 0.61927 0.68
C -0.04284 0.51314 -0.08865 0.66
C 0.11114 0.16899 1.19272 -0.57
C 3.07801 -3.62572 0.37814 0.32
C 5.02537 -4.09248 1.67820 -0.34
C -4.09294 0.70326 -2.50750 -0.39
C -2.75097 3.27556 -0.18222 0.41
C -1.52416 2.65141 0.08038 0.84
C 4.15368 -4.43156 0.69925 -0.46
H 2.37840 -1.25365 -1.61118 0.20
H 4.18320 -5.42234 0.20791 0.34
H -0.74696 0.28088 1.85006 0.41
H -2.31919 4.71609 1.01476 0.28
H 4.05066 -0.97011 2.33602 0.38
H 0.81947 0.61313 -2.16915 0.25
H 5.61732 -2.63874 2.98421 0.53
H 1.26587 -1.04894 2.62556 0.36
H -3.72340 -0.23042 -2.96702 0.40
H -5.85482 0.82147 -3.60010 0.42
H 5.84412 -4.73102 1.99736 0.35
H -5.21677 3.98210 -0.97370 0.36
```



What HOMO values result from the calculations? In sequence: -7.09; -5.40; -8.99 eV.